No. 1
C6H9N4 | wB97M-V/def2-TZVPD

Computed properties:
DFT total energy (eV): -12314.95143
ΔE to the lowest compared entry with this formula, charge and spin (kcal/mol): 37.2
Net charge: +1
Spin multiplicity: 3
Gap between HOMO and LUMO (spin up / spin down) (eV): 6.0 / 5.9

Element x y z (Å)
1 C 1.33 -1.46 -0.20
2 C -1.86 -0.73 0.82
3 C -0.59 -0.79 1.18
4 C -1.23 0.54 -1.20
5 C -2.30 -0.21 -0.52
6 C 0.48 -0.38 0.23
7 N 2.04 -2.30 -0.51
8 N -0.01 0.41 -0.86
9 N 1.57 0.78 0.95
10 N 2.32 1.31 -0.08
11 H -2.64 -1.05 1.49
12 H -0.27 -1.17 2.13
13 H -1.48 1.24 -1.99
14 H -2.61 -1.06 -1.16
15 H -3.19 0.42 -0.44
16 H 2.10 0.23 1.62
17 H 2.32 2.33 -0.02
18 H 0.78 0.97 -1.25
19 H 3.26 0.94 -0.20

Atomic partial charges in e from the Mulliken method, atoms 1 to 6: number 1, C, carries 0.175; number 2, C, carries -0.375; number 3, C, carries -0.751; number 4, C, carries -0.487; number 5, C, carries -0.692; number 6, C, carries 0.988

***

No. 2
C3HNO2 | wB97M-V/def2-TZVPD

Computed properties:
DFT total energy (eV): -8708.62337
ΔE to the lowest compared entry with this formula, charge and spin (kcal/mol): 39.7
Net charge: 0
Spin multiplicity: 1
Gap between HOMO and LUMO (eV): 8.9

Element x y z (Å)
1 O -0.70 1.17 2.53
2 C 0.20 1.03 1.86
3 C -0.11 -0.23 -0.39
4 O 1.16 0.01 -0.51
5 C -0.64 -0.95 -1.52
6 N -1.31 -1.52 -2.29
7 H 1.40 0.50 0.31

Atomic partial charges in e from the Mulliken method, atoms 1 to 6: number 1, O, carries -0.080; number 2, C, carries 0.023; number 3, C, carries -0.093; number 4, O, carries -0.244; number 5, C, carries 0.253; number 6, N, carries -0.323

***

No. 3
C23H33O5PRu | wB97M-V/def2-TZVPD

Computed properties:
DFT total energy (eV): -46448.74783
Net charge: +4
Spin multiplicity: 5
Gap between HOMO and LUMO (spin up / spin down) (eV): 6.7 / 4.7

Element x y z (Å)
1 Ru -0.29 -0.02 -0.34
2 C 0.14 1.03 2.48
3 C 0.54 2.18 1.58
4 O 0.94 1.65 0.27
5 C 2.39 1.47 0.06
6 C 2.81 0.08 0.47
7 O 1.85 -0.82 -0.14
8 C 1.91 -2.19 0.35
9 C 0.94 -2.96 -0.52
10 O -0.33 -2.24 -0.53
11 C -1.42 -2.81 0.24
12 C -2.65 -2.07 -0.23
13 O -2.40 -0.62 -0.24
14 C -3.00 0.13 0.85
15 C -2.16 0.00 2.11
16 O -0.76 0.18 1.68
17 H -0.38 1.37 3.37
18 H 0.97 0.40 2.78
19 H 1.36 2.77 2.00
20 H -0.30 2.84 1.39
21 H 2.92 2.24 0.62
22 H 2.55 1.64 -1.00
23 H 2.81 -0.07 1.55
24 H 3.80 -0.15 0.09
25 H 1.63 -2.20 1.40
26 H 2.93 -2.56 0.24
27 H 0.79 -3.98 -0.17
28 H 1.27 -2.98 -1.56
29 H -1.22 -2.69 1.31
30 H -1.51 -3.87 0.01
31 H -3.52 -2.27 0.39
32 H -2.88 -2.33 -1.26
33 H -4.02 -0.21 1.01
34 H -3.03 1.17 0.51
35 H -2.23 -0.97 2.59
36 H -2.42 0.78 2.82
37 C 1.46 0.84 -3.30
38 P -0.20 0.43 -2.71
39 C -0.82 -1.00 -3.58
40 C -2.20 -1.26 -3.61
41 C -2.68 -2.35 -4.31
42 C -1.79 -3.19 -4.97
43 C -0.43 -2.95 -4.94
44 C 0.07 -1.85 -4.25
45 C -1.18 1.89 -3.28
46 C -1.78 1.84 -4.61
47 C -2.41 2.93 -5.16
48 C -2.47 4.10 -4.43
49 C -1.86 4.17 -3.13
50 C -1.23 3.05 -2.56
51 H 1.46 0.85 -4.40
52 H 2.18 0.09 -2.96
53 H 1.74 1.82 -2.94
54 H -2.89 -0.59 -3.11
55 H -3.74 -2.54 -4.36
56 H -2.18 -4.03 -5.54
57 H 0.25 -3.61 -5.47
58 H 1.13 -1.66 -4.28
59 H -1.72 0.91 -5.16
60 H -2.85 2.89 -6.15
61 H -2.95 4.99 -4.83
62 H -1.88 5.12 -2.61
63 H -0.76 3.14 -1.59

Atomic partial charges in e from the Mulliken method, atoms 1 to 6: number 1, Ru, carries 0.783; number 2, C, carries -0.507; number 3, C, carries -0.544; number 4, O, carries 0.030; number 5, C, carries -0.645; number 6, C, carries -0.545

***

No. 4
C4H6F4N2O | wB97M-V/def2-TZVPD

Computed properties:
DFT total energy (eV): -20131.26251
ΔE to the lowest compared entry with this formula, charge and spin (kcal/mol): 0.0
Net charge: 0
Spin multiplicity: 3
Gap between HOMO and LUMO (spin up / spin down) (eV): 6.7 / 8.0

Element x y z (Å)
1 C 0.86 -0.99 -0.05
2 C -0.82 0.55 0.41
3 C 2.29 -1.09 -0.58
4 C -1.05 2.03 0.77
5 N 0.20 -2.01 0.34
6 N -1.83 -0.06 -0.48
7 O 0.42 0.25 -0.04
8 F 0.80 -3.23 0.02
9 F -0.95 -0.09 1.59
10 F -3.00 0.59 -0.39
11 F -1.53 0.01 -1.84
12 H 2.33 -2.00 -1.27
13 H 3.21 -1.20 0.14
14 H 2.42 -0.21 -1.25
15 H -1.82 2.29 1.55
16 H -1.35 2.72 -0.14
17 H -0.19 2.45 1.22

Atomic partial charges in e from the Mulliken method, atoms 1 to 6: number 1, C, carries 0.539; number 2, C, carries 1.136; number 3, C, carries -0.862; number 4, C, carries -1.305; number 5, N, carries -0.249; number 6, N, carries 0.071

***

No. 5
C9H14O | wB97M-V/def2-TZVPD

Computed properties:
DFT total energy (eV): -11598.39511
ΔE to the lowest compared entry with this formula, charge and spin (kcal/mol): 27.0
Net charge: +1
Spin multiplicity: 2
Gap between HOMO and LUMO (spin up / spin down) (eV): 8.7 / 4.9

Element x y z (Å)
1 C -2.39 0.37 0.09
2 C -0.50 1.51 1.26
3 C -1.10 1.06 0.05
4 C 0.76 2.05 1.25
5 C -0.49 1.35 -1.21
6 C 1.36 2.29 -0.01
7 C 0.68 2.04 -1.24
8 H -0.94 1.24 2.22
9 H 1.29 2.24 2.17
10 H -2.45 -0.51 -0.56
11 H -3.17 1.06 -0.27
12 H -0.85 0.85 -2.09
13 H 2.32 2.78 -0.12
14 H 1.18 2.34 -2.15
15 H -2.67 0.04 1.09
16 C 0.12 -2.84 -0.34
17 C 1.29 -1.86 -0.35
18 O 0.29 -3.87 0.60
19 H -0.79 -2.27 -0.12
20 H -0.04 -3.23 -1.35
21 H 2.21 -2.34 -0.67
22 H 0.49 -4.69 0.15
23 H 1.42 -1.46 0.66
24 H 0.99 -0.98 -0.92

Atomic partial charges in e from the Mulliken method, atoms 1 to 6: number 1, C, carries -1.478; number 2, C, carries -0.362; number 3, C, carries 1.209; number 4, C, carries -0.592; number 5, C, carries -0.285; number 6, C, carries -0.202

***

No. 6
C9H13NO3S | wB97M-V/def2-TZVPD

Computed properties:
DFT total energy (eV): -28008.43544
ΔE to the lowest compared entry with this formula, charge and spin (kcal/mol): 72.1
Net charge: 0
Spin multiplicity: 1
Gap between HOMO and LUMO (eV): 8.7

Element x y z (Å)
1 C 1.03 -0.36 -0.67
2 C 0.42 -0.10 0.52
3 C 2.46 -0.06 -0.94
4 C -1.01 -0.47 0.49
5 C -1.03 -2.51 -1.23
6 C 0.11 -2.15 -2.14
7 C -1.19 -0.96 -0.99
8 C 0.64 2.66 1.99
9 C 1.76 1.67 2.04
10 N 0.10 -0.72 -1.72
11 O 3.35 0.06 -0.14
12 O 2.65 0.06 -2.25
13 O 0.13 -0.02 3.08
14 S 1.23 -0.07 2.11
15 H -1.25 -1.27 1.25
16 H -1.72 0.33 0.71
17 H -1.91 -2.87 -1.68
18 H -0.67 -3.10 -0.32
19 H 1.05 -2.76 -1.69
20 H -0.15 -2.22 -3.16
21 H -2.11 -0.49 -1.49
22 H 0.33 3.04 3.10
23 H 0.94 3.70 1.77
24 H -0.35 2.31 1.51
25 H 2.46 1.81 2.87
26 H 2.33 1.68 1.09
27 H 1.78 0.01 -2.75

Atomic partial charges in e from the Mulliken method, atoms 1 to 6: number 1, C, carries 0.090; number 2, C, carries 0.376; number 3, C, carries 0.340; number 4, C, carries -0.808; number 5, C, carries -0.777; number 6, C, carries -0.606

***

No. 7
C7H8O3 | wB97M-V/def2-TZVPD

Computed properties:
DFT total energy (eV): -13527.59735
ΔE to the lowest compared entry with this formula, charge and spin (kcal/mol): 0.0
Net charge: 0
Spin multiplicity: 3
Gap between HOMO and LUMO (spin up / spin down) (eV): 9.0 / 8.2

Element x y z (Å)
1 C 0.35 0.65 -0.13
2 C -1.88 -0.51 0.07
3 C 0.36 -1.78 0.28
4 C -1.16 0.73 -0.03
5 C 1.19 -0.54 0.08
6 C -1.90 1.90 -0.27
7 C 2.64 -0.51 -0.11
8 O 1.02 1.74 -0.29
9 O -3.07 -0.67 0.19
10 O -1.11 -1.60 0.14
11 H 0.55 -2.66 -0.29
12 H 0.53 -2.07 1.39
13 H -2.04 2.36 0.74
14 H -2.89 1.64 -0.50
15 H -1.56 2.71 -0.75
16 H 3.22 -1.37 0.30
17 H 2.92 0.47 0.31
18 H 2.83 -0.47 -1.13

Atomic partial charges in e from the Mulliken method, atoms 1 to 6: number 1, C, carries 0.650; number 2, C, carries 0.629; number 3, C, carries -0.482; number 4, C, carries 0.401; number 5, C, carries 0.529; number 6, C, carries -1.552

***

No. 8
C23H30N4O3 | wB97M-V/def2-TZVPD

Computed properties:
DFT total energy (eV): -36441.53728
SMILES string: COC(=O)c1ccc(CN2CCC(n3nccc3NC(=O)C3CCCC3)CC2)cc1
ΔE to the lowest compared entry with this formula, charge and spin (kcal/mol): 46.6
Net charge: 0
Spin multiplicity: 1
Gap between HOMO and LUMO (eV): 8.9

Element x y z (Å)
1 C -9.60 -0.23 -1.10
2 O -8.22 -0.46 -0.88
3 C -7.63 0.37 0.00
4 O -8.21 1.26 0.56
5 C -6.19 0.07 0.18
6 C -5.56 -0.98 -0.49
7 C -4.22 -1.23 -0.28
8 C -3.48 -0.44 0.59
9 C -2.02 -0.71 0.84
10 N -1.27 0.53 0.95
11 C -1.16 1.26 -0.30
12 C -0.15 0.66 -1.28
13 C 1.22 0.43 -0.63
14 N 1.94 1.67 -0.45
15 N 1.32 2.86 -0.45
16 C 2.26 3.76 -0.24
17 C 3.52 3.17 -0.09
18 C 3.27 1.82 -0.24
19 N 4.13 0.73 -0.20
20 C 5.47 0.78 0.04
21 O 6.08 1.79 0.26
22 C 6.12 -0.60 0.02
23 C 5.61 -1.48 1.19
24 C 5.42 -2.87 0.58
25 C 4.95 -2.58 -0.84
26 C 5.82 -1.40 -1.27
27 C 1.06 -0.31 0.70
28 C 0.02 0.41 1.58
29 C -4.11 0.61 1.26
30 C -5.45 0.86 1.05
31 H -9.76 0.78 -1.49
32 H -9.93 -0.97 -1.82
33 H -10.16 -0.33 -0.16
34 H -6.13 -1.60 -1.16
35 H -3.74 -2.04 -0.80
36 H -1.64 -1.39 0.06
37 H -1.93 -1.24 1.80
38 H -2.15 1.30 -0.77
39 H -0.85 2.28 -0.05
40 H -0.51 -0.29 -1.66
41 H -0.03 1.34 -2.13
42 H 1.82 -0.19 -1.32
43 H 2.00 4.80 -0.19
44 H 4.47 3.64 0.08
45 H 3.72 -0.17 -0.38
46 H 7.19 -0.43 0.12
47 H 4.66 -1.11 1.56
48 H 6.31 -1.49 2.02
49 H 6.38 -3.40 0.54
50 H 4.72 -3.48 1.15
51 H 3.89 -2.31 -0.83
52 H 5.06 -3.43 -1.50
53 H 6.75 -1.77 -1.68
54 H 5.35 -0.78 -2.03
55 H 2.01 -0.34 1.24
56 H 0.74 -1.33 0.51
57 H -0.09 -0.12 2.53
58 H 0.37 1.42 1.79
59 H -3.52 1.23 1.92
60 H -5.95 1.68 1.56

Atomic partial charges in e from the Mulliken method, atoms 1 to 6: number 1, C, carries -0.657; number 2, O, carries -0.296; number 3, C, carries 0.517; number 4, O, carries -0.614; number 5, C, carries 0.481; number 6, C, carries -0.800

***

DFT total energy of number 8 (C23H30N4O3)?
-36441.53728 eV